[1]
Below is 2 unconnected molecules or ions with the total composition C5H13B, with properties calculated with wB97M-V/def2-TZVPD.

Summary:
Frontier orbital gap: 10.592 eV
Relative energy (zero: lowest compared OMol25 entry of this formula, charge and spin): 293.80 kJ/mol

The geometry in ORCA input format:
```
! wB97M-V def2-TZVPD RIJCOSX def2/J DEFGRID3
* xyz 0 1
C 1.328 0.212 1.240
C 2.376 -0.450 0.725
C 2.923 -0.366 -0.667
H 0.311 0.503 0.770
H 1.403 0.119 2.282
H 3.309 -0.525 1.432
H 3.835 0.218 -0.876
H 2.335 -0.247 -1.652
H 3.283 -1.359 -0.790
C -1.730 1.477 -0.553
B -2.261 0.285 0.170
C -2.286 -1.112 -0.196
H -1.607 2.154 0.273
H -2.569 2.154 -1.071
H -0.824 1.261 -1.059
H -2.978 0.426 0.998
H -3.232 -1.688 -0.236
H -1.699 -1.829 0.460
H -1.916 -1.233 -1.250
*
```

[2]
Below is a gas-phase ion, C5H13BNO (charge +1), with properties calculated with wB97M-V/def2-TZVPD.

Summary:
Frontier orbital gap (spin up / spin down): 5.166 / 8.603 eV
Relative energy (zero: lowest compared OMol25 entry of this formula, charge and spin): 183.83 kJ/mol
<S²>: 2.003

The geometry in ORCA input format:
```
! wB97M-V def2-TZVPD RIJCOSX def2/J DEFGRID3
* xyz 1 3
B 0.345 -0.427 -0.761
C -0.349 0.027 0.430
C 0.600 -0.757 3.200
C -0.064 1.111 1.404
C -1.285 -0.022 -3.165
C 0.156 -0.360 -3.196
N 0.945 0.547 2.510
O 0.694 -0.705 -1.941
H -1.105 -0.700 0.745
H -0.409 -0.661 3.667
H 1.463 -1.035 3.977
H 0.692 -1.581 2.373
H 0.521 1.824 0.931
H -0.992 1.654 1.700
H -1.797 -0.862 -2.886
H -1.705 0.684 -2.452
H -1.602 0.325 -4.104
H 0.682 0.553 -3.697
H 0.246 -1.267 -3.927
H 1.151 1.293 3.177
H 1.814 0.358 2.017
*
```

[3]
Below is 2 unconnected molecules or ions with the total composition C5H13BNO7S, with properties calculated with wB97M-V/def2-TZVPD.

Summary:
Frontier orbital gap: 8.684 eV

The geometry in ORCA input format:
```
! wB97M-V def2-TZVPD RIJCOSX def2/J DEFGRID3
* xyz 1 1
C 0.152 4.370 -1.656
C -0.278 4.029 -0.454
O -1.512 4.428 0.013
S -1.958 3.962 1.509
O -0.927 4.367 2.420
O -1.721 2.296 1.212
O -0.923 1.722 2.273
B 0.162 1.096 1.668
O -0.022 0.383 0.482
O 1.372 1.144 2.308
H 1.046 3.898 -2.033
H -0.321 5.131 -2.257
H 0.356 3.496 0.241
H 0.172 0.967 -0.263
H 1.938 1.847 1.973
C -0.395 -3.857 -2.183
C 0.082 -2.726 -1.344
O 0.543 -1.690 -1.655
N -0.121 -2.851 0.180
C 1.069 -3.490 0.850
H 0.182 -3.872 -3.103
H -0.288 -4.816 -1.676
H -1.450 -3.698 -2.417
H -0.971 -3.371 0.399
H -0.199 -1.872 0.493
H 1.218 -4.480 0.431
H 0.863 -3.561 1.913
H 1.931 -2.854 0.673
*
```

[4]
Below is 2 unconnected molecules or ions with the total composition C5H13BO7P, with properties calculated with wB97M-V/def2-TZVPD.

Summary:
Frontier orbital gap: 6.447 eV

The geometry in ORCA input format:
```
! wB97M-V def2-TZVPD RIJCOSX def2/J DEFGRID3
* xyz -1 1
C 3.899 -0.909 3.453
B 2.509 -0.150 3.468
O 2.370 1.205 3.761
C 1.206 -0.992 3.147
O 0.610 -1.585 4.074
O 0.889 -1.030 1.924
H 4.714 -0.393 3.969
H 3.744 -1.881 3.923
H 4.192 -1.048 2.408
H 2.961 1.738 3.221
C -2.848 -1.526 -1.688
O -3.090 -0.324 -2.447
P -2.387 1.063 -1.903
O -3.160 2.113 -2.587
O -0.959 0.748 -2.617
C -0.916 0.538 -4.017
O -1.711 1.785 -0.651
C -0.483 1.270 -0.065
H -3.234 -2.365 -2.262
H -1.778 -1.674 -1.519
H -3.365 -1.484 -0.730
H -1.724 1.061 -4.530
H -0.970 -0.530 -4.240
H 0.040 0.914 -4.379
H 0.369 1.615 -0.646
H -0.478 0.185 -0.013
H -0.400 1.657 0.945
*
```

[5]
Below is a molecular structure, C5H13Br3O2S2, with properties calculated with wB97M-V/def2-TZVPD.

Summary:
Frontier orbital gap: 8.022 eV
Relative energy (zero: lowest compared OMol25 entry of this formula, charge and spin): 9.34 kJ/mol

The geometry in ORCA input format:
```
! wB97M-V def2-TZVPD RIJCOSX def2/J DEFGRID3
* xyz 0 1
C 6.080 8.357 6.425
S 5.703 9.827 5.310
O 6.997 10.609 5.031
C 5.345 8.900 3.757
H 5.234 7.691 6.596
H 6.406 8.682 7.414
H 6.872 7.763 5.969
H 5.197 9.647 2.977
H 4.331 8.511 3.846
H 6.069 8.158 3.419
C 10.443 7.099 4.970
S 12.154 6.740 4.289
O 12.992 6.267 5.472
C 11.550 5.219 3.374
H 10.375 8.117 5.352
H 10.264 6.171 5.515
H 9.776 7.175 4.112
H 12.373 4.825 2.777
H 10.647 5.460 2.811
H 11.276 4.436 4.082
C 6.462 4.602 3.945
Br 7.215 4.889 5.699
Br 7.723 5.079 2.471
Br 4.766 5.571 3.592
H 6.240 3.536 3.888
*
```

[6]
Below is a molecular structure, C5H13CeClI2N2O2P, with properties calculated with wB97M-V/def2-TZVPD.

Summary:
Frontier orbital gap (spin up / spin down): 5.962 / 5.964 eV
Relative energy (zero: lowest compared OMol25 entry of this formula, charge and spin): 0.00 kJ/mol

The geometry in ORCA input format:
```
! wB97M-V def2-TZVPD RIJCOSX def2/J DEFGRID3
* xyz 3 1
I 1.165 1.647 -2.324
I 2.968 -0.408 -0.831
Ce -0.257 0.016 0.365
P -0.007 -1.639 -2.189
C 1.169 -1.661 -3.593
C -0.007 -3.424 -1.774
H -2.443 -1.674 -2.442
H -1.588 -2.410 -3.863
H -1.627 -0.614 -3.637
C -1.589 -1.587 -3.129
H -0.755 -3.632 -0.997
H -0.221 -4.003 -2.686
H 0.868 -2.447 -4.301
H 2.176 -1.860 -3.205
H 0.989 -3.667 -1.389
H 1.151 -0.678 -4.081
C 1.926 2.176 0.708
O 2.836 2.858 0.571
Cl -2.267 -1.570 0.508
N -1.266 1.808 4.305
C -0.456 1.989 3.250
N 0.365 3.052 3.274
O -0.537 1.194 2.243
H -1.236 2.452 5.085
H -1.909 1.032 4.275
H 0.974 3.245 2.492
H 0.364 3.617 4.111
*
```

[7]
Below is 2 unconnected molecules or ions with the total composition C5H13ClNS, with properties calculated with wB97M-V/def2-TZVPD.

Summary:
Frontier orbital gap: 7.982 eV
Relative energy (zero: lowest compared OMol25 entry of this formula, charge and spin): 288.63 kJ/mol

The geometry in ORCA input format:
```
! wB97M-V def2-TZVPD RIJCOSX def2/J DEFGRID3
* xyz 1 1
C -1.503 -1.453 0.567
C -1.363 0.123 -1.286
C -1.417 0.859 1.117
C 1.604 0.099 -0.441
C 2.850 -0.136 0.420
N -1.015 -0.181 0.144
S 2.346 1.714 -0.121
Cl 4.187 -0.940 -0.013
H -2.576 -1.634 0.768
H -1.041 -2.087 -0.240
H -1.020 -1.757 1.396
H -1.174 -0.748 -2.012
H -2.377 0.456 -1.435
H -0.695 0.968 -1.464
H -0.552 0.974 1.695
H -1.737 1.797 0.703
H -2.214 0.601 1.702
H 0.489 -0.162 -0.259
H 1.773 -0.238 -1.424
H 2.576 -0.235 1.517
H 2.857 1.977 -1.333
*
```

[8]
Below is 2 unconnected molecules or ions with the total composition C5H13ClSi, with properties calculated with wB97M-V/def2-TZVPD.

Summary:
Frontier orbital gap (spin up / spin down): 7.958 / 8.673 eV
Relative energy (zero: lowest compared OMol25 entry of this formula, charge and spin): 483.02 kJ/mol

The geometry in ORCA input format:
```
! wB97M-V def2-TZVPD RIJCOSX def2/J DEFGRID3
* xyz 0 1
C 1.247 1.891 0.473
C 1.545 -1.064 -1.296
C -2.376 -0.610 0.935
C 0.591 0.837 1.285
C 0.360 -1.190 -0.418
Si -1.355 -0.693 -0.798
Cl -1.147 1.139 -1.643
H 0.787 2.178 -0.523
H 2.156 1.453 0.221
H 1.366 2.874 1.021
H 1.949 -0.094 -1.150
H 2.443 -1.726 -1.143
H 1.104 -1.019 -2.321
H -3.096 -1.475 0.938
H -1.485 -0.759 1.549
H -2.895 0.400 1.224
H 1.272 0.271 1.806
H -0.475 0.877 1.343
H 0.348 -1.967 0.309
H -2.338 -1.323 -1.812
*
```

[9]
Below is a molecular structure, C5H13FKO4S, with properties calculated with wB97M-V/def2-TZVPD.

Summary:
Frontier orbital gap: 6.282 eV
Relative energy (zero: lowest compared OMol25 entry of this formula, charge and spin): 826.63 kJ/mol

The geometry in ORCA input format:
```
! wB97M-V def2-TZVPD RIJCOSX def2/J DEFGRID3
* xyz -1 1
K 0.700 0.963 -1.519
C -1.580 -0.990 -0.960
C -2.086 0.140 -1.776
O -1.129 1.119 -2.023
H -1.891 -0.968 0.084
H -0.492 -1.029 -0.902
H -1.826 -1.893 -1.519
H -2.998 0.635 -1.444
H -2.458 -0.102 -2.772
F 2.193 -0.325 -1.467
O 3.207 1.543 0.801
S 2.252 0.600 1.351
O 1.734 0.738 2.726
O 0.919 0.549 0.292
C -0.280 0.138 0.832
C -1.414 1.121 0.523
C 2.740 -1.166 0.979
H -0.274 0.025 1.916
H -0.641 -0.792 0.394
H -1.211 2.048 1.060
H -2.231 0.705 1.113
H -1.783 1.175 -0.501
H 3.041 -1.217 -0.068
H 1.908 -1.822 1.233
H 3.602 -1.195 1.645
*
```

[10]
Below is a gas-phase ion, C5H13FNO (charge +1), with properties calculated with wB97M-V/def2-TZVPD.

Summary:
Frontier orbital gap: 10.155 eV
Relative energy (zero: lowest compared OMol25 entry of this formula, charge and spin): 86.64 kJ/mol

The geometry in ORCA input format:
```
! wB97M-V def2-TZVPD RIJCOSX def2/J DEFGRID3
* xyz 1 1
C -1.443 -0.742 1.630
C -0.821 -0.553 0.271
C -0.664 -1.813 -0.563
F -1.416 0.442 -0.475
C 0.810 0.270 0.572
O 0.443 1.341 1.286
C 1.549 0.705 -0.892
N 0.680 1.697 -1.600
H -1.107 -0.143 2.465
H -2.527 -0.509 1.644
H -1.260 -1.712 2.112
H -1.608 -2.011 -0.984
H -0.110 -1.767 -1.402
H -0.436 -2.766 -0.008
H 1.455 -0.503 1.094
H 0.920 1.512 2.100
H 1.726 -0.203 -1.463
H 2.552 1.146 -0.542
H -0.315 1.309 -1.692
H 0.981 1.876 -2.580
H 0.591 2.425 -0.973
*
```

[11]
Below is a molecular structure, C5H13HgO3, with properties calculated with wB97M-V/def2-TZVPD.

Summary:
Frontier orbital gap (spin up / spin down): 6.673 / 6.672 eV

The geometry in ORCA input format:
```
! wB97M-V def2-TZVPD RIJCOSX def2/J DEFGRID3
* xyz 1 1
C 1.085 -0.561 -0.611
O -0.063 0.187 -0.928
C -1.268 -0.523 -0.873
C -2.299 0.277 -0.116
O -2.258 1.624 -0.515
C -3.321 2.386 -0.005
H 1.911 0.016 -1.058
H 1.091 -1.572 -1.062
H -1.125 -1.493 -0.357
H -1.636 -0.735 -1.895
H -2.106 0.191 0.969
H -3.299 -0.151 -0.317
H -3.338 2.363 1.098
H -3.178 3.423 -0.334
H -4.292 2.019 -0.381
Hg 1.148 -0.678 1.567
O 3.051 -0.481 1.105
H 3.354 0.415 1.306
C 3.984 -1.476 0.676
H 4.980 -1.209 1.041
H 3.689 -2.440 1.102
H 3.892 -1.581 -0.411
*
```

[12]
Below is a molecular structure, C5H13KO9P, with properties calculated with wB97M-V/def2-TZVPD.

Summary:
Frontier orbital gap (spin up / spin down): 4.566 / 4.521 eV
Relative energy (zero: lowest compared OMol25 entry of this formula, charge and spin): 0.00 kJ/mol
<S²>: 0.762

The geometry in ORCA input format:
```
! wB97M-V def2-TZVPD RIJCOSX def2/J DEFGRID3
* xyz -2 2
K 9.816 -6.787 -9.920
O 7.087 -7.316 -9.332
C 5.855 -7.324 -8.854
O 5.155 -6.328 -9.159
O 5.408 -8.230 -8.146
H 7.225 -6.518 -9.849
P 8.577 -4.086 -10.622
O 7.577 -5.227 -10.701
O 9.803 -4.356 -11.611
O 9.247 -4.230 -9.245
O 7.883 -2.705 -10.763
C 12.948 -7.671 -13.488
C 12.565 -6.368 -12.711
O 11.220 -6.544 -12.295
H 13.086 -8.500 -12.793
H 13.909 -7.488 -13.968
H 12.266 -7.954 -14.289
H 12.521 -5.530 -13.406
H 13.362 -6.211 -11.983
H 10.889 -5.706 -11.964
C 11.196 -3.967 -5.908
C 11.095 -5.255 -6.715
O 11.228 -4.997 -8.090
H 10.288 -3.404 -6.127
H 12.113 -3.494 -6.259
H 11.399 -4.173 -4.857
H 10.201 -5.816 -6.443
H 11.945 -5.817 -6.328
H 10.395 -4.727 -8.484
*
```